[1]
{"formula": "C3H4O5", "method": "wB97M-V/def2-TZVPD", "symbols": ["C", "C", "C", "O", "O", "O", "O", "O", "H", "H", "H", "H"], "xyz": [[-1.6762, -0.5917, 0.4306], [0.3313, 0.7087, 0.4820], [0.1743, 0.8957, -1.0842], [0.9858, -0.7470, -0.3347], [-0.7593, 0.2775, 1.1189], [2.3860, -0.5778, -0.5540], [1.1859, 1.4027, 0.9753], [0.4457, 1.2118, -2.1426], [2.6817, -0.1864, 0.2887], [-1.2279, -1.5701, 0.2690], [-2.5444, -0.6667, 1.0788], [-1.9831, -0.1568, -0.5278]], "mulliken_charge": [-0.718, 0.902, 0.438, -0.368, -0.329, -0.349, -0.597, -0.222, 0.341, 0.285, 0.279, 0.338], "max_force_ev_per_a": 0.85, "de_lowest_kj_mol": 577.8, "orbital_gap_ev": 9.5, "multiplicity": 1, "homo_ev": -9.85}

[2]
{"formula": "C6H18InO6", "method": "wB97M-V/def2-TZVPD", "symbols": ["In", "C", "C", "O", "O", "H", "H", "H", "H", "H", "H", "C", "C", "O", "O", "H", "H", "H", "H", "H", "H", "C", "C", "O", "O", "H", "H", "H", "H", "H", "H"], "xyz": [[-1.1969, -0.0722, -0.3827], [-3.1524, 2.4332, -2.4832], [-4.3852, 2.2420, -1.4876], [-4.0467, 1.2961, -0.5238], [-2.4675, 1.1704, -2.7148], [-2.3474, 2.8854, -1.9040], [-3.2922, 2.9761, -3.4180], [-5.2710, 1.8603, -1.9954], [-4.6331, 3.1932, -1.0166], [-4.7985, 1.0010, -0.0049], [-2.3490, 1.1502, -3.6672], [3.1163, 1.1039, 2.4688], [2.3364, 0.2051, 1.6741], [0.9689, 0.6216, 1.5102], [2.9926, 0.8435, 3.8244], [2.8300, 2.1450, 2.3199], [4.1557, 1.1945, 2.1533], [2.2966, -0.8200, 2.0423], [2.7082, 0.0714, 0.6582], [0.7066, 0.8254, 2.4109], [2.6304, 1.6252, 4.2480], [1.9836, -2.4527, -0.7426], [0.9927, -3.3995, 0.1157], [-0.4149, -3.2399, -0.2435], [1.4603, -1.1910, -1.1588], [2.6109, -2.8923, -1.5181], [2.7615, -2.2763, 0.0003], [1.1301, -3.2946, 1.1919], [1.3445, -4.4281, 0.0363], [-0.8728, -3.8918, 0.2923], [2.2025, -0.8852, -1.6853]], "mulliken_charge": [1.225, -0.417, -0.297, -0.409, -0.423, 0.240, 0.472, 0.375, 0.359, 0.338, 0.337, -0.744, 0.092, -0.369, -0.363, 0.420, 0.386, 0.224, 0.235, 0.324, 0.392, -0.370, -0.486, -0.385, -0.422, 0.520, 0.319, 0.327, 0.436, 0.348, 0.318], "max_force_ev_per_a": 5.01, "de_lowest_kj_mol": 500.6, "charge": 3, "orbital_gap_ev": 2.5, "multiplicity": 1, "homo_ev": -19.76}

[3]
{"formula": "C8H13N4O2", "method": "wB97M-V/def2-TZVPD", "symbols": ["C", "C", "C", "C", "C", "C", "C", "C", "N", "N", "N", "N", "O", "O", "H", "H", "H", "H", "H", "H", "H", "H", "H", "H", "H", "H", "H"], "xyz": [[0.4623, 0.5205, -0.0508], [-0.5978, 1.3718, 0.6118], [1.1109, -1.1377, -0.0158], [2.8151, 0.3966, 0.1051], [-2.1969, -0.4275, 0.0815], [2.0462, 2.5200, -0.1890], [3.4316, -2.0711, 0.1223], [-4.6969, -0.2666, -0.0163], [1.7048, 1.1533, 0.0280], [2.4034, -0.9421, 0.0754], [-3.4136, -0.8861, -0.1638], [-1.8253, 0.8031, 0.5333], [0.3230, -2.0895, 0.0222], [3.9368, 0.7954, 0.1162], [-0.0414, 0.4908, -1.0845], [-1.3484, -1.1166, -0.0421], [1.2551, 3.1414, -0.7612], [2.1133, 3.0640, 0.6900], [2.9420, 2.5371, -0.7333], [2.8864, -3.0113, 0.2974], [3.9728, -2.1154, -0.8047], [4.0319, -1.9721, 1.0140], [-4.6617, 0.7930, -0.4779], [-5.2762, -0.8752, -0.7398], [-5.1020, -0.3219, 1.1204], [-3.6701, -1.8129, -0.5118], [-2.6051, 1.4590, 0.7731]], "mulliken_charge": [-0.321, -0.646, 1.050, 0.402, -0.148, -1.068, -0.937, -0.859, 0.143, -0.001, -0.079, 0.025, -0.731, -0.560, 0.377, 0.617, 0.314, 0.344, 0.446, 0.369, 0.320, 0.351, 0.352, 0.334, 0.281, 0.348, 0.278], "max_force_ev_per_a": 4.64, "de_lowest_kj_mol": 309.5, "charge": 1, "orbital_gap_ev": 7.4, "multiplicity": 1, "homo_ev": -12.63}

[4]
{"formula": "H22O11", "method": "wB97M-V/def2-TZVPD", "symbols": ["O", "H", "H", "O", "H", "H", "O", "H", "H", "O", "H", "H", "O", "H", "H", "O", "H", "H", "O", "H", "H", "O", "H", "H", "O", "H", "H", "O", "H", "H", "O", "H", "H"], "xyz": [[28.4498, 4.1009, -16.8720], [28.1762, 3.9396, -15.9609], [27.7374, 3.7309, -17.4112], [26.1765, 2.6964, -18.2266], [26.7447, 2.0164, -18.6101], [25.3453, 2.6077, -18.7054], [29.4902, 1.4676, -17.2693], [30.3980, 1.1963, -17.4440], [29.4191, 2.3888, -17.5584], [30.8236, 5.3774, -17.7401], [30.0272, 4.9427, -17.3920], [31.4797, 5.2834, -17.0436], [27.9860, 3.4844, -13.0185], [28.6100, 4.1824, -12.7825], [28.5151, 2.8678, -13.5495], [26.7599, 1.3348, -15.1152], [27.0632, 2.1391, -14.6775], [26.0155, 1.6188, -15.6542], [27.4947, 5.5635, -20.4360], [26.8265, 5.4870, -19.7337], [27.0829, 6.1177, -21.1036], [29.7181, 1.9528, -14.5281], [29.8963, 1.1427, -14.0389], [29.7048, 1.6772, -15.4640], [25.3988, 5.5460, -18.5548], [25.3219, 4.6175, -18.3056], [24.5155, 5.9127, -18.4525], [28.1218, 7.4220, -14.7697], [27.8836, 7.2775, -15.6914], [27.6347, 8.2066, -14.5011], [29.8707, 5.7918, -13.1079], [29.3246, 6.3988, -13.6318], [30.6674, 6.2947, -12.9178]], "mulliken_charge": [-0.579, 0.319, 0.250, -0.611, 0.259, 0.290, -0.699, 0.311, 0.369, -0.650, 0.376, 0.317, -0.654, 0.334, 0.350, -0.580, 0.282, 0.289, -0.620, 0.399, 0.294, -0.635, 0.316, 0.336, -0.645, 0.295, 0.300, -0.648, 0.305, 0.296, -0.641, 0.385, 0.289], "max_force_ev_per_a": 0.44, "de_lowest_kj_mol": 107.0, "orbital_gap_ev": 10.3, "multiplicity": 1, "homo_ev": -10.47, "smiles": "O.O.O.O.O.O.O.O.O.O.O"}